1.
{
  "formula": "C6H15AlN2O5",
  "method": "the ωB97M-V functional and the def2-TZVPD basis",
  "multiplicity": 2,
  "lumo_energy_ha": [-0.135, -0.287],
  "de_lowest_kj_mol": 2.6,
  "charge": 1,
  "homo_ha": [-0.476, -0.475],
  "symbols": ["Al", "O", "O", "O", "O", "O", "N", "N", "C", "C", "C", "C", "C", "C", "H", "H", "H", "H", "H", "H", "H", "H", "H", "H", "H", "H", "H", "H", "H"],
  "coordinates": [[0.239, -0.366, 2.569], [-2.217, -3.271, -0.232], [-1.981, 0.432, 0.815], [-0.626, -1.950, -0.171], [-1.326, -2.689, 1.604], [2.158, -0.709, 0.240], [-1.388, -2.674, 0.397], [0.678, 1.655, 0.301], [-1.799, 1.369, -0.249], [2.588, 0.296, -0.675], [2.480, -1.989, -0.311], [-0.320, 1.284, -0.719], [2.070, 1.663, -0.192], [-3.394, 0.254, 1.007], [3.459, -1.975, -0.790], [0.421, 2.600, 0.547], [2.114, 0.153, -1.646], [-0.102, 0.305, -1.146], [-2.014, 2.403, 0.017], [-0.295, 2.026, -1.517], [-3.863, 1.095, 1.518], [-3.929, 0.076, 0.074], [2.769, 1.967, 0.587], [3.666, 0.255, -0.833], [2.587, -2.790, 0.420], [1.827, -2.288, -1.131], [-2.448, 1.120, -1.090], [-3.596, -0.653, 1.576], [2.240, 2.403, -0.974]],
  "lowdin_charge": [1.039, 0.266, -0.317, 0.181, 0.100, -0.294, -0.609, -0.080, -0.190, -0.209, -0.102, -0.189, -0.180, -0.081, 0.090, 0.117, 0.119, 0.105, 0.131, 0.126, 0.100, 0.095, 0.120, 0.135, 0.098, 0.087, 0.128, 0.090, 0.125]
}



2.
{
  "formula": "C60H72O24S6",
  "method": "the ωB97M-V functional and the def2-TZVPD basis",
  "lumo_energy_ha": 0.001,
  "homo_ha": -0.333,
  "symbols": ["S", "S", "S", "S", "S", "S", "O", "O", "O", "O", "O", "O", "O", "O", "O", "O", "O", "O", "O", "O", "O", "O", "O", "O", "O", "O", "O", "O", "O", "O", "C", "C", "C", "C", "C", "C", "C", "C", "C", "C", "C", "C", "C", "C", "C", "C", "C", "C", "C", "C", "C", "C", "C", "C", "C", "C", "C", "C", "C", "C", "C", "C", "C", "C", "C", "C", "C", "C", "C", "C", "C", "C", "C", "C", "C", "C", "C", "C", "C", "C", "C", "C", "C", "C", "C", "C", "C", "C", "C", "C", "H", "H", "H", "H", "H", "H", "H", "H", "H", "H", "H", "H", "H", "H", "H", "H", "H", "H", "H", "H", "H", "H", "H", "H", "H", "H", "H", "H", "H", "H", "H", "H", "H", "H", "H", "H", "H", "H", "H", "H", "H", "H", "H", "H", "H", "H", "H", "H", "H", "H", "H", "H", "H", "H", "H", "H", "H", "H", "H", "H", "H", "H", "H", "H", "H", "H", "H", "H", "H", "H", "H", "H"],
  "coordinates": [[1.197, -17.511, 16.464], [5.631, -19.681, 18.631], [9.456, -8.949, 16.330], [5.770, -12.502, 14.080], [2.104, -18.939, 21.806], [6.895, -14.154, 20.294], [6.589, -14.633, 18.742], [4.656, -19.107, 17.656], [9.007, -7.946, 17.263], [4.816, -12.939, 13.037], [7.023, -12.694, 20.388], [10.248, -10.218, 17.078], [5.409, -14.621, 20.795], [1.464, -18.899, 20.451], [6.453, -18.444, 19.368], [0.843, -18.697, 22.851], [10.184, -8.483, 15.151], [4.864, -20.010, 20.055], [2.272, -20.506, 22.219], [1.137, -18.920, 16.060], [5.003, -12.323, 15.479], [3.228, -18.044, 22.133], [6.150, -10.874, 13.953], [6.387, -20.910, 18.288], [2.798, -17.068, 16.579], [8.240, -9.966, 15.940], [0.466, -17.030, 17.656], [6.998, -13.232, 14.310], [0.948, -16.499, 15.114], [7.831, -14.959, 20.936], [11.558, -17.839, 26.268], [9.636, -10.290, 25.653], [8.297, -12.042, 24.828], [1.304, -10.831, 16.971], [6.507, -9.648, 21.375], [5.530, -16.430, 24.174], [5.241, -15.049, 18.507], [10.298, -10.214, 24.457], [5.156, -17.675, 24.691], [9.422, -16.193, 25.502], [2.659, -12.133, 23.059], [1.602, -10.693, 18.294], [10.150, -11.200, 23.548], [9.872, -16.101, 26.817], [3.339, -16.811, 15.260], [0.612, -13.381, 22.563], [0.888, -13.163, 17.358], [7.946, -10.839, 17.034], [11.370, -14.752, 22.382], [4.531, -14.637, 19.781], [9.947, -17.153, 24.660], [5.684, -8.953, 20.508], [11.041, -17.942, 25.023], [5.733, -15.393, 25.089], [5.026, -17.908, 26.026], [5.678, -19.761, 21.192], [7.971, -7.651, 21.363], [5.598, -15.557, 26.424], [9.356, -17.191, 18.258], [3.433, -13.283, 22.886], [11.008, -16.868, 27.140], [11.422, -13.668, 21.576], [1.262, -13.030, 18.674], [10.458, -15.130, 17.618], [0.530, -19.914, 23.584], [9.091, -12.090, 23.750], [9.532, -15.093, 16.528], [10.346, -16.188, 18.459], [12.603, -13.125, 21.211], [4.393, -11.026, 15.559], [8.568, -11.187, 25.842], [5.275, -16.877, 26.890], [2.079, -16.499, 14.292], [8.538, -16.040, 16.349], [13.810, -13.554, 21.743], [1.265, -12.205, 22.946], [7.038, -6.947, 20.647], [1.411, -14.545, 22.352], [5.360, -10.075, 14.772], [6.246, -18.415, 20.802], [1.497, -11.766, 19.161], [1.746, -20.915, 23.468], [12.604, -15.197, 22.953], [2.788, -14.472, 22.458], [9.255, -10.863, 17.874], [13.765, -14.570, 22.697], [5.866, -7.570, 20.204], [7.675, -8.951, 21.783], [8.408, -17.113, 17.263], [0.906, -12.062, 16.512], [1.146, -13.925, 19.267], [5.208, -7.037, 19.534], [7.208, -18.286, 21.297], [6.104, -10.578, 21.750], [14.673, -14.957, 23.134], [3.765, -15.412, 19.783], [12.283, -18.507, 26.709], [-0.330, -20.418, 23.144], [0.201, -19.779, 24.615], [10.758, -11.216, 22.656], [9.413, -14.162, 15.993], [8.052, -11.267, 26.787], [0.717, -11.305, 23.183], [12.589, -12.292, 20.523], [3.413, -15.304, 22.167], [14.760, -13.189, 21.380], [7.260, -5.969, 20.247], [9.274, -17.888, 19.079], [2.448, -20.827, 24.297], [7.718, -15.862, 15.669], [5.966, -14.386, 24.776], [3.910, -15.902, 15.449], [3.982, -17.638, 14.958], [9.592, -17.259, 23.646], [4.249, -10.899, 16.632], [3.999, -13.686, 19.764], [0.952, -15.429, 21.936], [-0.463, -13.479, 22.592], [10.538, -13.340, 21.050], [5.067, -16.067, 18.156], [6.470, -20.493, 21.351], [1.369, -9.964, 16.330], [11.032, -9.451, 24.242], [7.481, -12.738, 24.953], [8.392, -9.553, 22.322], [10.463, -15.271, 22.655], [4.491, -13.275, 23.106], [5.473, -17.678, 21.021], [4.788, -9.435, 20.147], [9.549, -11.901, 18.030], [5.712, -16.268, 23.122], [5.754, -14.793, 27.171], [8.845, -12.848, 23.020], [1.782, -9.708, 18.697], [3.142, -11.236, 23.417], [5.167, -17.109, 27.939], [2.005, -17.198, 13.459], [8.956, -7.274, 21.595], [3.432, -11.193, 15.074], [12.660, -16.111, 23.526], [2.194, -15.565, 13.743], [7.065, -10.536, 17.599], [4.789, -9.261, 14.325], [4.911, -18.423, 23.952], [11.334, -16.968, 28.165], [11.204, -14.351, 17.677], [0.550, -14.126, 17.007], [11.385, -18.615, 24.253], [5.094, -19.725, 22.112], [5.955, -9.530, 15.506], [9.524, -15.466, 27.619], [10.040, -9.654, 26.427], [7.825, -11.863, 16.679], [1.454, -21.957, 23.336], [1.784, -11.549, 20.179], [11.025, -16.182, 19.299], [7.565, -17.786, 17.218], [9.190, -10.272, 18.788], [0.549, -12.051, 15.493], [4.862, -14.512, 17.638], [4.825, -18.909, 26.377], [8.706, -15.561, 24.998]],
  "lowdin_charge": [0.769, 0.772, 0.719, 0.711, 0.748, 0.662, -0.185, -0.259, -0.234, -0.256, -0.251, -0.196, -0.197, -0.246, -0.234, -0.202, -0.234, -0.220, -0.221, -0.242, -0.235, -0.265, -0.171, -0.249, -0.259, -0.228, -0.258, -0.240, -0.214, -0.209, -0.099, -0.077, -0.126, -0.134, -0.086, -0.056, -0.139, -0.121, -0.099, -0.089, -0.093, -0.107, -0.091, -0.066, -0.116, -0.072, -0.074, -0.153, -0.059, -0.261, -0.114, -0.106, -0.122, -0.123, -0.109, -0.186, -0.094, -0.070, -0.081, -0.072, -0.082, -0.156, -0.088, -0.091, -0.139, -0.095, -0.083, -0.096, -0.113, -0.135, -0.075, -0.072, -0.179, -0.086, -0.068, -0.108, -0.107, -0.075, -0.188, -0.151, -0.080, -0.137, -0.076, -0.098, -0.170, -0.108, -0.074, -0.066, -0.084, -0.092, 0.103, 0.091, 0.138, 0.087, 0.104, 0.140, 0.101, 0.123, 0.126, 0.099, 0.087, 0.103, 0.098, 0.104, 0.070, 0.101, 0.101, 0.093, 0.123, 0.093, 0.078, 0.111, 0.126, 0.094, 0.128, 0.128, 0.098, 0.098, 0.104, 0.119, 0.135, 0.107, 0.110, 0.087, 0.074, 0.082, 0.087, 0.110, 0.083, 0.124, 0.087, 0.103, 0.092, 0.104, 0.098, 0.097, 0.119, 0.102, 0.112, 0.090, 0.123, 0.129, 0.133, 0.069, 0.092, 0.099, 0.095, 0.104, 0.103, 0.107, 0.097, 0.101, 0.116, 0.136, 0.090, 0.097, 0.083, 0.122, 0.106, 0.124, 0.104, 0.088]
}



3.
{
  "formula": "C2H6N2O2",
  "method": "the ωB97M-V functional and the def2-TZVPD basis",
  "lumo_energy_ha": [0.002, 0.002],
  "de_lowest_kj_mol": 478.6,
  "homo_ha": [-0.317, -0.317],
  "symbols": ["O", "O", "N", "N", "C", "C", "H", "H", "H", "H", "H", "H"],
  "coordinates": [[-1.816, -1.756, 1.832], [-1.407, 0.125, -0.179], [0.392, -0.111, -1.573], [-1.322, -1.803, 0.771], [0.731, 0.990, 0.596], [-0.128, 0.121, -0.306], [-0.284, -0.296, -2.300], [1.790, 0.750, 0.488], [-0.262, -1.145, 0.540], [1.289, 0.262, -1.840], [0.442, 0.822, 1.635], [0.575, 2.040, 0.337]],
  "lowdin_charge": [0.006, -0.091, 0.150, 0.011, -0.016, -0.623, 0.108, 0.078, 0.101, 0.097, 0.086, 0.093]
}



4.
{
  "formula": "C27H28N3O7S3",
  "method": "the ωB97M-V functional and the def2-TZVPD basis",
  "lumo_energy_ha": 0.035,
  "de_lowest_kj_mol": 0.0,
  "charge": -1,
  "homo_ha": -0.107,
  "symbols": ["S", "S", "S", "O", "O", "O", "O", "O", "O", "O", "N", "N", "N", "C", "C", "C", "C", "C", "C", "C", "C", "C", "C", "C", "C", "C", "C", "C", "C", "C", "C", "C", "C", "C", "C", "C", "C", "C", "C", "C", "H", "H", "H", "H", "H", "H", "H", "H", "H", "H", "H", "H", "H", "H", "H", "H", "H", "H", "H", "H", "H", "H", "H", "H", "H", "H", "H", "H"],
  "coordinates": [[-3.582, 3.562, -1.546], [-5.271, -3.824, 0.736], [-0.720, 4.284, -1.985], [-0.343, -3.315, 0.366], [-2.577, -0.917, 3.770], [-3.613, 3.136, -0.158], [-4.672, 3.254, -2.450], [-0.110, 4.013, -0.696], [-1.797, 1.897, -2.741], [0.084, 4.457, -3.177], [-2.617, -3.395, 0.580], [-3.721, -2.303, 2.329], [4.825, -1.860, -0.073], [-1.490, 6.985, -1.974], [-4.961, -2.036, 3.060], [-2.667, -4.331, -0.549], [5.005, -1.550, -1.477], [-2.550, -1.656, 2.779], [-1.876, 5.653, -1.837], [-4.185, 6.309, -1.557], [-2.017, 3.090, -2.251], [1.252, -1.205, 0.414], [3.506, -1.832, 1.955], [-3.805, 7.645, -1.690], [4.685, -2.224, 2.781], [1.107, -1.377, 1.806], [-1.324, -1.903, 2.024], [-1.515, 0.725, -1.833], [2.533, -1.235, -1.710], [-3.819, -3.146, 1.230], [3.770, -1.910, -2.287], [-2.464, 7.982, -1.898], [2.274, -1.642, 2.560], [-3.207, 5.319, -1.633], [-0.184, -1.286, 2.449], [-1.351, -2.899, 0.951], [6.047, -2.014, 0.687], [2.465, -1.359, -0.223], [3.625, -1.675, 0.545], [5.809, -2.829, 1.948], [-0.226, -0.769, 3.407], [5.060, -1.346, 3.328], [3.627, -2.998, -2.272], [-1.423, -0.096, -2.543], [-4.568, 8.419, -1.634], [4.364, -2.948, 3.538], [-1.667, -4.395, -0.975], [-0.439, 7.211, -2.148], [0.377, -0.954, -0.187], [5.228, -0.475, -1.610], [3.917, -1.605, -3.325], [6.733, -2.867, 2.530], [5.878, -2.116, -1.827], [1.635, -1.686, -2.151], [-5.696, -1.618, 2.366], [2.518, -0.170, -1.991], [-2.163, 9.022, -2.008], [-4.730, -1.345, 3.868], [-3.398, -3.960, -1.274], [6.777, -2.509, 0.034], [-3.008, -5.308, -0.194], [-0.580, 0.932, -1.309], [5.542, -3.856, 1.672], [6.461, -1.025, 0.961], [2.171, -1.764, 3.641], [-5.358, -2.982, 3.439], [-5.221, 6.012, -1.405], [-2.361, 0.604, -1.153]],
  "lowdin_charge": [0.682, 0.698, 0.683, 0.063, 0.060, -0.350, -0.339, -0.352, -0.204, -0.341, -0.050, -0.051, -0.088, -0.056, -0.073, -0.074, -0.164, -0.342, -0.253, -0.054, -0.590, 0.016, -0.150, -0.092, -0.160, -0.197, -0.037, -0.024, -0.141, -0.697, -0.170, -0.093, 0.023, -0.252, 0.090, -0.322, -0.167, -0.126, -0.093, -0.174, 0.138, 0.123, 0.121, 0.076, 0.096, 0.117, 0.082, 0.116, 0.117, 0.135, 0.113, 0.110, 0.116, 0.124, 0.077, 0.133, 0.095, 0.083, 0.072, 0.117, 0.079, 0.071, 0.121, 0.133, 0.126, 0.076, 0.116, 0.079]
}



5.
{
  "formula": "C6H11NO",
  "method": "the ωB97M-V functional and the def2-TZVPD basis",
  "lumo_energy_ha": 0.028,
  "de_lowest_kj_mol": 404.6,
  "homo_ha": -0.344,
  "symbols": ["O", "N", "C", "C", "C", "C", "C", "C", "H", "H", "H", "H", "H", "H", "H", "H", "H", "H", "H"],
  "coordinates": [[-2.709, -1.144, -0.259], [-0.468, -1.306, 0.438], [-2.143, -0.141, -1.122], [0.931, 0.620, -0.572], [2.018, -1.552, 0.157], [-1.651, 0.697, 1.243], [0.780, -0.733, 0.039], [-1.581, -0.468, 0.221], [2.532, -1.341, -0.653], [-1.178, 0.465, 2.108], [1.490, 1.277, 0.259], [1.643, -2.524, 0.379], [-1.260, 1.560, 0.890], [2.478, -1.093, 0.964], [1.483, 0.622, -1.593], [-2.798, 0.954, 1.529], [-2.796, 0.840, -1.274], [-0.016, 1.013, -0.873], [-1.624, -0.621, -1.928]],
  "lowdin_charge": [-0.018, 0.167, -0.100, -0.054, -0.025, -0.001, -0.299, -0.613, 0.029, 0.032, 0.147, 0.087, 0.021, 0.071, 0.118, 0.147, 0.158, 0.033, 0.101]
}



| no. | DFT total energy (hartree) |
| --- | --- |
| 1 | -965.2680 |
| 2 | -6524.0420 |
| 3 | -339.6504 |
| 4 | -2931.1664 |
| 5 | -365.0774 |